# 1
Molecular formula: C6H12O
Method: DFT, wB97M-V/def2-TZVPD

Structure (XYZ):
```
19
Properties=species:S:1:pos:R:3:forces:R:3:mulliken_charge:R:1
C -2.7934 0.0656 0.8480 -0.0478 0.0147 0.0672 -1.09
C -1.8566 -0.0546 -0.3743 0.0008 -0.0558 -0.0468 -0.56
C -0.4825 -0.5686 -0.0164 -1.3230 0.0990 0.5787 -0.26
C 2.2693 0.7561 -1.5424 0.0387 1.5487 -1.1331 -0.96
C 2.2122 -0.1841 -0.5285 -1.3278 -1.9179 2.4371 -0.18
C 1.4934 0.0442 0.9608 2.0171 0.0660 -1.0915 -0.41
O 0.1980 0.3449 0.7198 -1.1299 0.6251 -0.0020 -0.24
H -2.9545 -0.9004 1.3414 0.1119 0.1035 -0.1257 0.31
H -2.3975 0.7609 1.5966 0.0381 -0.1324 -0.1831 0.28
H -3.7767 0.4398 0.5429 0.1355 -0.0468 -0.0140 0.34
H -2.3203 -0.7227 -1.1088 0.1371 0.0251 0.0782 0.31
H -1.7808 0.9326 -0.8486 0.1333 -0.1913 0.0588 0.24
H -0.4604 -1.5823 0.4041 0.2036 -0.0147 -0.2071 0.30
H 1.3445 1.0213 -2.0517 0.3242 0.2148 0.0241 0.27
H 3.2128 1.1899 -1.8696 -0.3284 -0.0559 -0.0082 0.33
H 3.1792 -0.6125 -0.2585 -0.1046 -0.3712 -0.2788 0.39
H 1.3040 -0.8772 -0.7668 1.3102 -0.0925 -0.3585 0.30
H 1.6226 -0.9203 1.4763 0.0228 0.2508 -0.0026 0.30
H 1.9868 0.8673 1.4755 -0.2117 -0.0693 0.2072 0.33
```
Forces are in eV/Å.

Its total energy is -8459.4530 eV. For the HOMO energy (alpha / beta), the calculation gives -0.2746 / -0.2731 hartree. The calculation puts the relative energy (zero: lowest compared OMol25 entry of this formula, charge and spin) at 472.9 kJ/mol. Its HOMO-LUMO gap (alpha / beta) is 7.792 / 7.949 eV. The total charge is 0.

# 2
Molecular formula: C24H27F5N7O2SSeTa
Method: DFT, wB97M-V/def2-TZVPD

Structure (XYZ):
```
68
Properties=species:S:1:pos:R:3:forces:R:3:mulliken_charge:R:1
Ta 0.9523 0.7370 0.3489 0.7897 -0.6883 -0.7100 0.64
N 0.0272 -0.4098 -1.6208 -0.0736 0.1221 0.1660 -0.54
C -1.2170 -1.1435 -1.3283 -0.0656 0.0347 0.1645 0.22
C -2.3783 -0.4845 -2.0924 0.0260 0.1270 -0.0135 -0.75
C -3.8046 -0.9646 -1.8414 -0.1475 0.0641 0.0090 -1.50
C -4.1278 -2.4072 -2.2072 -0.0361 -0.0357 0.0601 -0.90
N -3.6227 -3.3157 -1.1771 0.0338 -0.0844 -0.1664 0.09
C -3.7323 -4.6289 -1.2211 -0.0784 0.0132 0.0209 0.75
N -3.1990 -5.3704 -0.2399 0.0114 0.0069 0.0020 -0.38
N -4.3419 -5.2326 -2.2417 -0.0200 -0.0184 0.0066 -0.35
C -1.4722 -1.0950 0.1843 0.2105 0.2217 -0.3360 0.38
O -2.2886 -1.8243 0.7075 0.0533 -0.0814 0.1975 -0.85
O -0.7640 -0.2058 0.8277 -0.6451 0.0891 0.2624 -0.58
H -0.1846 0.4136 -2.1803 0.0706 -0.0116 -0.0468 0.14
H 0.6921 -0.9490 -2.1644 -0.0792 -0.1423 0.0401 0.34
H -1.1159 -2.1933 -1.6021 0.0397 -0.0264 -0.0524 0.33
H -2.1465 -0.5507 -3.1592 -0.0183 -0.0668 -0.0019 0.53
H -2.3557 0.5840 -1.8457 0.0216 -0.0184 -0.0172 0.34
H -4.4586 -0.3292 -2.4403 0.0211 -0.0155 -0.0214 0.47
H -4.1006 -0.7873 -0.8047 0.0322 -0.0216 -0.0109 0.40
H -3.7018 -2.6708 -3.1804 0.0335 0.0252 -0.0004 0.50
H -5.2147 -2.5053 -2.2730 0.0088 -0.0383 -0.0124 0.67
H -3.1529 -2.8839 -0.3738 -0.0266 0.0589 0.0757 0.19
H -2.8214 -4.9134 0.5736 -0.0206 -0.0069 0.0008 0.19
H -3.4262 -6.3460 -0.1532 0.0097 -0.0035 -0.0028 0.22
H -4.8218 -4.7001 -2.9457 0.0105 0.0035 -0.0126 0.20
H -4.4362 -6.2331 -2.2746 -0.0012 -0.0011 0.0007 0.21
S 2.4442 -1.3300 -0.1204 0.2075 0.2292 -0.1583 -0.66
C 2.6185 -1.6407 1.5436 0.0763 -0.0391 0.0673 0.38
N 3.6459 -2.3874 2.0111 -0.0285 -0.0231 -0.0074 0.03
C 3.8025 -2.6535 3.3261 0.0662 0.0090 -0.0373 -0.10
C 2.8983 -2.1542 4.2162 0.0097 0.0156 0.0326 -0.78
C 1.8721 -1.3627 3.6921 -0.0065 0.0638 -0.0614 -0.18
N 1.7402 -1.1186 2.3969 -0.2274 0.0741 0.1496 0.03
H 4.3327 -2.7188 1.3434 -0.0003 -0.0170 0.0014 0.28
H 4.6616 -3.2499 3.5991 -0.0096 -0.0123 0.0059 0.44
H 2.9901 -2.3450 5.2743 -0.0027 0.0037 -0.0117 0.46
H 1.1389 -0.9020 4.3451 -0.0226 -0.0212 -0.0188 0.57
F -0.0107 2.3438 6.7614 0.0001 -0.0043 0.0085 -0.28
C 0.6780 2.1782 5.6469 0.0160 -0.0047 0.0323 0.71
C 0.0257 2.1704 4.4212 0.0515 0.0043 -0.0083 -0.18
F -1.2846 2.3271 4.3362 -0.0102 -0.0010 0.0178 -0.29
C 0.8040 1.9866 3.3020 0.0247 -0.0330 -0.2822 0.59
F 0.1526 1.9683 2.0616 -0.1690 0.0383 0.1185 -0.42
C 2.1708 1.8141 3.2845 -0.1144 -0.0127 0.0213 -0.32
Se 3.0748 1.6326 1.6198 0.2371 0.1052 0.2276 -0.11
C 2.7849 1.8163 4.5288 0.0480 -0.0138 -0.1158 0.27
F 4.0982 1.6323 4.6239 0.0103 -0.0073 -0.0007 -0.35
C 2.0550 1.9973 5.6944 -0.0497 0.0143 0.0666 0.23
F 2.6697 1.9855 6.8647 -0.0049 0.0060 0.0277 -0.27
C -0.7736 3.9449 -1.0353 -0.0547 0.0434 -0.0113 -1.10
C 0.2329 3.7718 -2.1359 0.0416 -0.1297 0.0645 0.96
C 0.2610 4.6145 -3.2355 -0.0384 0.0147 0.0019 -0.95
C 1.2105 4.4488 -4.2331 -0.0043 0.0070 -0.0107 -0.79
C 2.1454 3.4319 -4.1409 0.0178 -0.0508 -0.0476 -0.82
C 2.1594 2.5636 -3.0562 0.0263 -0.0203 0.1018 0.85
C 3.2160 1.5005 -2.9403 0.0299 -0.0269 -0.0126 -1.24
C 1.1940 2.7476 -2.0563 -0.0695 0.0530 0.0443 0.47
N 1.1786 1.9111 -0.9421 -0.2098 0.2299 0.1865 0.70
H -1.4683 4.7493 -1.2695 0.0161 0.0082 0.0109 0.45
H -0.2875 4.1838 -0.0859 0.0008 -0.0137 -0.0174 0.23
H -1.3655 3.0364 -0.8797 0.0174 -0.0131 0.0092 0.11
H -0.4665 5.4136 -3.3091 0.0111 -0.0118 0.0086 0.42
H 1.2226 5.1175 -5.0835 -0.0006 -0.0087 0.0105 0.42
H 2.8859 3.3086 -4.9220 -0.0077 0.0008 0.0147 0.43
H 3.5824 1.2121 -3.9243 0.0158 0.0219 0.0044 0.44
H 2.8520 0.6028 -2.4359 -0.0169 0.0188 -0.0370 0.14
H 4.0712 1.8612 -2.3619 -0.0364 -0.0023 0.0029 0.28
```
Forces are in eV/Å.

Its total energy is -131162.7322 eV. For the HOMO energy, the calculation gives -0.4548 hartree. The calculation puts the relative energy (zero: lowest compared OMol25 entry of this formula, charge and spin) at 63.0 kJ/mol. Its HOMO-LUMO gap is 6.208 eV. The total charge is +2.

# 3
Molecular formula: C25H15F8KN2O3Sb
Method: DFT, wB97M-V/def2-TZVPD

Structure (XYZ):
```
55
Properties=species:S:1:pos:R:3:forces:R:3:mulliken_charge:R:1
K -0.5953 1.5344 -3.0322 0.0013 -0.0654 -0.2542 0.96
N -4.9264 -0.3255 -1.8159 0.0424 0.0100 0.0794 -0.35
N -4.5037 0.2094 -3.0388 -0.1177 0.0427 -0.0580 -0.25
C -3.3955 1.0843 -3.0871 -0.1454 -0.0333 0.0870 0.63
O -2.8909 1.2077 -4.2357 0.0867 -0.0381 -0.0157 -0.88
O -3.0164 1.6408 -2.0320 0.1113 -0.0473 0.0736 -0.65
H -4.5320 -1.2452 -1.6487 -0.0208 0.0187 -0.0033 0.18
H -5.9352 -0.3791 -1.7973 0.0147 -0.0136 -0.0018 0.21
H -4.5496 -0.3936 -3.8467 0.0512 0.0184 0.0027 0.21
F 6.0293 -0.5396 -4.5996 -0.0191 -0.0130 -0.0028 -0.34
C 4.8679 -0.3390 -3.9433 0.0169 0.0049 -0.0084 0.62
C 4.4754 0.9372 -3.5811 0.0628 -0.0420 -0.0320 0.07
F 5.2579 1.9820 -3.9035 -0.0182 0.0104 0.0171 -0.32
C 3.2944 1.1364 -2.8993 -0.1825 -0.0231 0.0352 0.45
F 2.9356 2.4032 -2.5818 0.0329 -0.0112 -0.0214 -0.35
C 2.4131 0.0880 -2.5283 0.4119 -0.0555 -0.0921 -0.38
O 1.3292 0.2893 -1.8880 -0.2703 0.0817 0.0354 -0.42
C 2.8605 -1.1941 -2.9417 -0.1243 0.0155 0.1764 0.28
F 2.0922 -2.2603 -2.6435 0.0359 -0.0005 -0.0243 -0.36
C 4.0440 -1.4037 -3.6166 0.0773 0.0642 -0.0260 0.11
F 4.4163 -2.6469 -3.9641 -0.0337 -0.0034 0.0112 -0.32
F -5.0523 -0.7971 4.5964 -0.0066 -0.0051 -0.0060 -0.35
C -4.0969 -0.7520 3.6342 0.0801 -0.0327 0.0169 0.45
C -2.8771 -1.3474 3.8846 -0.0541 -0.0005 0.0562 -0.80
C -1.9003 -1.2898 2.8985 -0.0127 0.0026 -0.0692 -0.02
C -2.1437 -0.6578 1.6826 0.0474 0.0483 0.0034 -0.09
C -3.3935 -0.0736 1.4646 0.0211 0.0088 0.0677 -0.53
C -4.3767 -0.1127 2.4453 -0.0602 0.0512 -0.0548 -0.77
Sb -0.7570 -0.4115 0.0514 -0.0749 0.2017 -0.5870 1.06
C -0.1397 1.5286 0.7735 0.0618 -0.1526 0.2783 0.39
C 0.2647 1.5544 2.1108 0.0168 0.1149 0.0106 -0.04
C 0.6527 2.7217 2.7515 -0.0007 0.0306 -0.0124 -0.77
C 0.6225 3.8944 2.0272 -0.0071 -0.0740 -0.0213 0.35
F 0.9915 5.0519 2.6252 -0.0027 -0.0061 0.0097 -0.36
C 0.2269 3.9199 0.7096 0.0374 0.0974 -0.0912 -0.71
C -0.1490 2.7356 0.0820 0.0606 0.2682 0.0990 -0.10
C 0.8895 -1.4758 0.8952 -0.0422 -0.0007 0.0509 -0.04
C 0.7225 -2.7842 1.3401 0.0628 0.0239 -0.0197 -0.56
C 1.8030 -3.5380 1.7827 0.0009 -0.0489 0.0215 -0.68
C 3.0546 -2.9601 1.7625 -0.0609 0.0231 -0.0144 0.44
F 4.1150 -3.6859 2.1921 0.0000 0.0079 -0.0039 -0.36
C 3.2636 -1.6705 1.3165 0.0531 0.0205 0.0038 -0.67
C 2.1722 -0.9320 0.8815 0.0083 -0.0762 0.0155 -0.36
H -2.7021 -1.8369 4.8337 -0.0058 0.0026 0.0076 0.43
H -0.9363 -1.7480 3.0888 -0.0141 0.0292 0.0405 0.42
H -3.6038 0.4320 0.5243 -0.0447 -0.0489 -0.0145 0.36
H -5.3446 0.3476 2.2943 -0.0004 -0.0101 0.0022 0.46
H 0.2814 0.6356 2.6839 -0.0101 -0.0358 0.0015 0.25
H 0.9665 2.7274 3.7868 -0.0002 0.0015 0.0005 0.44
H 0.2189 4.8597 0.1734 -0.0046 0.0068 0.0102 0.43
H -0.4510 2.8597 -0.9516 -0.1126 -0.3407 0.2265 -0.13
H -0.2637 -3.2362 1.3428 0.0121 -0.0253 -0.0101 0.51
H 1.6833 -4.5556 2.1302 0.0145 -0.0011 0.0026 0.43
H 4.2652 -1.2614 1.3034 0.0055 -0.0073 0.0027 0.43
H 2.3229 0.0726 0.5073 0.0189 0.0068 -0.0011 0.36
```
Forces are in eV/Å.

Its total energy is -79895.5588 eV. For the HOMO energy, the calculation gives -0.1897 hartree. The calculation puts the relative energy (zero: lowest compared OMol25 entry of this formula, charge and spin) at 4.0 kJ/mol. Its HOMO-LUMO gap is 7.371 eV. The total charge is -1.

# 4
Molecular formula: Cl2H4Si2
Method: DFT, wB97M-V/def2-TZVPD

Structure (XYZ):
```
8
Properties=species:S:1:pos:R:3:forces:R:3:mulliken_charge:R:1
Si -0.2106 -0.1360 -0.4307 -0.7189 0.9309 -1.0280 0.25
Si 1.8822 -0.0262 0.5288 0.5908 1.6872 -1.8450 0.57
Cl 3.0022 1.7383 -0.1265 -0.9629 -1.2242 0.1562 -0.30
Cl 2.8390 -1.6178 -0.2347 0.5704 -0.7118 -0.0215 -0.19
H -0.4154 -1.2337 -1.4329 0.1195 0.0125 0.6556 -0.07
H -1.4333 0.1725 0.3890 0.4945 -0.3304 -0.0720 -0.08
H -0.0113 1.0560 -1.3169 -0.2007 -0.1128 0.1348 -0.07
H 2.0378 0.2607 1.8753 0.1073 -0.2514 2.0197 -0.12
```
Forces are in eV/Å.

As for the SMILES: [SiH3][SiH](Cl)Cl. Its total energy is -40866.4818 eV. For the HOMO energy, the calculation gives -0.3881 hartree. The calculation puts the relative energy (zero: lowest compared OMol25 entry of this formula, charge and spin) at 0.0 kJ/mol. Its HOMO-LUMO gap is 10.785 eV. The total charge is 0.